A 13-piece molecular cluster, C87H199N13O13 overall in a non-equilibrium geometry, computed with the ωB97M-V functional and the def2-TZVPD basis.

Atoms and positions in Å:
C  2.246  7.550  -1.497
C  1.070  6.994  -2.298
C  0.896  7.753  -3.570
C  1.711  7.244  -4.738
C  1.461  5.698  -4.981
C  1.948  4.979  -3.757
N  1.164  5.530  -2.604
O  1.646  4.896  -1.384
C  1.595  3.454  -3.896
C  3.453  5.007  -3.489
C  -0.194  7.161  -1.456
H  2.177  7.104  -0.523
H  2.219  8.630  -1.316
H  3.205  7.319  -1.966
H  -0.157  7.742  -3.878
H  1.155  8.830  -3.413
H  2.732  7.333  -4.476
H  1.371  7.782  -5.633
H  1.962  5.360  -5.883
H  0.432  5.463  -5.137
H  0.592  3.292  -4.316
H  2.338  3.015  -4.547
H  1.571  2.956  -2.892
H  4.018  4.732  -4.363
H  3.814  5.969  -3.093
H  3.725  4.239  -2.782
H  -0.194  6.477  -0.653
H  -1.068  6.921  -2.035
H  -0.164  8.184  -1.045
H  2.568  5.249  -1.355
C  2.345  1.080  4.685
C  1.485  1.394  5.865
C  1.934  0.520  7.082
C  1.343  0.986  8.412
C  1.670  2.448  8.576
C  1.238  3.377  7.450
N  1.723  2.815  6.157
O  1.230  3.557  5.034
C  -0.295  3.506  7.490
C  1.809  4.762  7.535
C  0.009  0.976  5.466
H  2.006  1.666  3.813
H  2.324  0.061  4.279
H  3.331  1.452  4.878
H  1.608  -0.504  6.728
H  3.019  0.618  7.194
H  1.812  0.413  9.240
H  0.294  0.745  8.553
H  2.799  2.411  8.615
H  1.381  2.864  9.545
H  -0.633  4.182  8.278
H  -0.569  3.967  6.519
H  -0.900  2.606  7.609
H  2.876  4.658  7.759
H  1.810  5.316  6.634
H  1.202  5.289  8.300
H  0.109  -0.043  5.106
H  -0.322  1.595  4.627
H  -0.695  1.075  6.309
H  2.102  3.949  4.753
C  -4.663  3.028  3.698
C  -3.623  4.042  4.176
C  -2.254  3.956  3.504
C  -2.200  4.398  1.999
C  -2.758  5.798  1.805
C  -4.194  5.916  2.537
N  -4.081  5.427  3.900
O  -5.417  5.474  4.391
C  -4.588  7.423  2.618
C  -5.229  5.193  1.679
C  -3.428  3.867  5.659
H  -4.907  3.127  2.656
H  -5.633  3.071  4.189
H  -4.414  1.983  3.731
H  -1.557  4.608  4.035
H  -1.895  2.940  3.697
H  -2.897  3.740  1.462
H  -1.192  4.303  1.609
H  -2.858  6.144  0.830
H  -2.182  6.548  2.307
H  -4.103  7.953  3.415
H  -4.448  7.999  1.705
H  -5.698  7.484  2.799
H  -4.989  4.361  1.038
H  -6.115  4.963  2.277
H  -5.630  5.793  0.874
H  -3.043  2.841  5.825
H  -4.385  4.077  6.170
H  -2.694  4.533  6.091
H  -5.516  6.167  5.037
C  1.194  -8.890  0.491
C  -0.052  -8.676  -0.402
C  -0.940  -7.586  0.253
C  -2.117  -7.116  -0.623
C  -1.568  -6.652  -2.005
C  -0.707  -7.682  -2.671
N  0.388  -8.219  -1.759
O  0.868  -9.445  -2.444
C  -1.638  -8.752  -3.279
C  0.093  -7.028  -3.823
C  -0.857  -9.952  -0.400
H  1.779  -9.769  0.196
H  0.863  -9.219  1.481
H  1.850  -8.020  0.630
H  -1.318  -7.972  1.195
H  -0.315  -6.701  0.505
H  -2.574  -6.207  -0.200
H  -2.943  -7.816  -0.717
H  -1.073  -5.712  -1.763
H  -2.414  -6.455  -2.675
H  -2.309  -9.213  -2.580
H  -2.307  -8.306  -4.021
H  -1.077  -9.559  -3.748
H  0.707  -6.296  -3.360
H  0.606  -7.762  -4.494
H  -0.525  -6.478  -4.516
H  -1.504  -10.031  0.483
H  -0.312  -10.861  -0.449
H  -1.474  -10.080  -1.283
H  1.814  -9.300  -2.491
C  -4.365  0.810  -3.597
C  -2.860  1.104  -3.712
C  -2.560  2.051  -4.905
C  -3.058  3.450  -4.625
C  -2.446  4.028  -3.359
C  -2.571  3.083  -2.137
N  -2.170  1.699  -2.523
O  -2.554  0.770  -1.485
C  -1.470  3.511  -1.162
C  -3.878  3.204  -1.496
C  -2.144  -0.169  -4.049
H  -4.573  0.371  -2.618
H  -4.681  0.093  -4.323
H  -5.123  1.599  -3.823
H  -1.448  1.992  -4.886
H  -2.985  1.623  -5.856
H  -4.154  3.432  -4.512
H  -2.791  4.101  -5.440
H  -2.848  4.978  -3.031
H  -1.385  4.104  -3.491
H  -0.477  3.514  -1.638
H  -1.633  4.529  -0.885
H  -1.394  2.896  -0.244
H  -3.878  2.722  -0.524
H  -4.244  4.224  -1.361
H  -4.624  2.763  -2.102
H  -2.611  -0.582  -4.953
H  -2.117  -0.803  -3.146
H  -1.101  -0.019  -4.363
H  -1.652  0.522  -1.140
C  5.634  1.594  -3.945
C  5.220  0.181  -4.358
C  4.149  0.285  -5.439
C  4.707  0.638  -6.843
C  5.714  -0.432  -7.256
C  6.873  -0.412  -6.266
N  6.275  -0.676  -4.941
O  7.424  -0.697  -4.011
C  7.750  -1.618  -6.593
C  7.741  0.851  -6.414
C  4.690  -0.628  -3.157
H  5.793  2.250  -4.813
H  6.558  1.683  -3.341
H  4.817  2.106  -3.389
H  3.611  -0.669  -5.443
H  3.366  1.020  -5.201
H  5.165  1.626  -6.812
H  3.843  0.736  -7.501
H  6.044  -0.384  -8.264
H  5.224  -1.366  -7.002
H  7.256  -2.572  -6.460
H  8.100  -1.591  -7.616
H  8.661  -1.684  -5.963
H  8.601  0.760  -5.711
H  8.338  0.920  -7.319
H  7.322  1.827  -6.183
H  4.387  -1.608  -3.487
H  3.868  -0.138  -2.666
H  5.371  -0.710  -2.375
H  7.252  -1.409  -3.413
C  -1.345  0.555  1.600
C  -0.504  -0.633  1.014
C  -1.465  -1.769  0.752
C  -0.861  -2.824  -0.202
C  -0.289  -2.205  -1.419
C  0.687  -1.041  -1.240
N  0.051  -0.112  -0.303
O  1.022  0.960  -0.021
C  1.970  -1.678  -0.741
C  0.897  -0.260  -2.482
C  0.478  -1.125  2.062
H  -1.990  1.143  0.889
H  -0.689  1.301  2.058
H  -2.089  0.208  2.335
H  -1.692  -2.200  1.708
H  -2.374  -1.388  0.268
H  -1.488  -3.674  -0.393
H  0.052  -3.298  0.227
H  -1.082  -1.967  -2.154
H  0.270  -2.958  -1.991
H  1.764  -2.438  0.029
H  2.466  -2.163  -1.573
H  2.557  -0.864  -0.329
H  1.869  0.261  -2.453
H  0.999  -0.855  -3.336
H  0.138  0.552  -2.624
H  1.403  -0.537  1.877
H  0.700  -2.181  2.092
H  0.178  -0.842  3.112
H  0.600  1.787  -0.257
C  -6.368  -5.785  -0.391
C  -5.859  -5.864  -1.844
C  -5.004  -4.622  -2.194
O  -4.571  -4.706  -3.501
C  -3.756  -3.589  -3.877
N  -5.100  -7.164  -1.935
H  -7.173  -6.460  -0.199
H  -6.807  -4.846  -0.142
H  -5.567  -5.943  0.312
H  -6.643  -5.807  -2.592
H  -4.103  -4.691  -1.510
H  -5.581  -3.780  -1.920
H  -3.321  -3.756  -4.848
H  -2.927  -3.481  -3.180
H  -4.385  -2.683  -3.934
H  -4.937  -7.272  -2.926
H  -5.705  -7.925  -1.624
C  -5.635  -0.271  2.443
C  -6.377  -0.937  1.294
C  -6.406  -0.014  0.122
O  -7.365  0.961  0.221
C  -6.977  2.231  0.474
N  -5.707  -2.159  0.858
H  -4.609  -0.092  2.148
H  -5.723  -0.957  3.307
H  -6.074  0.714  2.730
H  -7.381  -1.299  1.586
H  -6.671  -0.599  -0.777
H  -5.346  0.335  0.038
H  -6.637  2.443  1.531
H  -7.834  2.864  0.284
H  -6.132  2.563  -0.177
H  -4.793  -1.952  0.488
H  -5.482  -2.696  1.700
C  4.764  5.082  4.794
C  4.751  5.385  3.290
C  3.387  5.279  2.646
O  2.780  4.016  2.770
C  1.505  3.932  2.185
N  5.178  6.743  3.005
H  5.765  5.221  5.224
H  4.534  4.014  4.878
H  4.048  5.575  5.459
H  5.503  4.702  2.849
H  3.452  5.525  1.616
H  2.702  6.026  3.093
H  0.783  4.692  2.523
H  1.134  2.984  2.591
H  1.451  3.836  1.109
H  6.028  6.947  3.516
H  4.476  7.383  3.300
C  3.733  -4.844  -2.584
C  3.549  -5.784  -1.378
C  2.639  -5.146  -0.358
O  2.573  -5.814  0.895
C  1.972  -4.975  1.830
N  3.305  -7.151  -1.774
H  4.079  -3.852  -2.223
H  2.752  -4.819  -3.101
H  4.428  -5.284  -3.271
H  4.518  -5.871  -0.867
H  1.673  -4.934  -0.677
H  3.159  -4.165  -0.173
H  1.922  -5.512  2.762
H  0.941  -4.631  1.498
H  2.578  -4.054  1.940
H  3.498  -7.711  -0.969
H  2.354  -7.294  -2.025
C  -3.345  -4.643  2.312
C  -4.571  -4.759  3.128
C  -4.769  -6.099  3.856
O  -4.991  -7.132  3.015
C  -3.953  -8.035  2.797
N  -4.571  -3.659  4.150
H  -2.449  -4.956  2.795
H  -3.254  -3.592  2.024
H  -3.475  -5.270  1.407
H  -5.447  -4.600  2.459
H  -5.698  -5.890  4.444
H  -3.918  -6.305  4.540
H  -4.443  -8.936  2.364
H  -3.368  -8.275  3.694
H  -3.151  -7.658  2.112
H  -5.352  -3.769  4.791
H  -3.688  -3.634  4.702
C  4.867  -0.752  1.928
C  5.335  0.652  1.537
C  6.242  0.500  0.325
O  7.257  -0.434  0.609
C  8.120  -0.623  -0.561
N  4.184  1.543  1.241
H  3.971  -0.661  2.548
H  5.590  -1.366  2.431
H  4.598  -1.330  1.048
H  5.925  1.163  2.347
H  6.670  1.476  0.072
H  5.562  0.237  -0.524
H  8.991  -1.172  -0.253
H  8.224  0.346  -1.020
H  7.558  -1.129  -1.346
H  3.987  2.204  1.968
H  3.337  1.047  1.028

E_tot ... -5123.6869 hartree
HOMO energy ... -8.6 eV
Charge ... 0